# 1
This record from OMol25 describes 2 unconnected molecules or ions with the total composition C4H10S2 at a distorted geometry. The level of theory is ωB97M-V/def2-TZVPD.

Geometry as XYZ:
```
16
C4H10S2, DFT ωB97M-V/def2-TZVPD
C 0.30099 -0.93725 -3.25852
S -0.57245 -2.45724 -2.62316
S 0.04468 -2.88790 -0.76446
H 0.25392 -0.09629 -2.56246
H -0.34078 -0.50451 -4.04697
H 1.31213 -1.25832 -3.40039
H -0.49210 -1.78855 -0.22654
C -0.56048 1.21303 2.92723
C -0.27148 1.35214 1.46002
C 0.77742 0.80240 0.85208
H -1.48432 1.75086 3.13591
H -0.71052 0.16863 3.17172
H 0.23918 1.60218 3.56096
H -1.04339 1.76246 0.80392
H 0.80505 0.80207 -0.23406
H 1.74215 0.47629 1.20472
```

- LUMO: 0.7 eV
- Relative energy (zero: lowest compared OMol25 entry of this formula, charge and spin): 40.09 kcal/mol

***

# 2
This record from OMol25 describes 2 unconnected molecules or ions with the total composition C7H14FN2O3 at a distorted geometry. The level of theory is ωB97M-V/def2-TZVPD.

Geometry as XYZ:
```
27
C7H14FN2O3, DFT ωB97M-V/def2-TZVPD
C 2.80036 0.27234 -2.66111
C -3.18721 0.26955 0.25495
C -1.58140 2.21390 0.44886
C -0.68293 -0.21990 0.46775
C 0.46869 -0.48350 1.36818
C -1.80835 0.82767 0.86227
C 1.42501 -1.61148 0.89383
N 2.25885 -1.11836 -0.33735
N 2.26626 -1.87107 -1.29846
O 3.91539 0.24747 -2.28373
O 2.01287 -0.10433 -3.50544
O 0.81051 -2.70550 0.62349
F 1.93957 1.18476 -1.57080
H -3.95535 1.03154 0.41097
H -3.48959 -0.49073 0.89645
H -2.98719 0.05071 -0.84812
H -0.55320 2.60943 0.60339
H -1.71650 2.28765 -0.68788
H -2.20803 2.87781 0.88651
H -1.20303 -1.18447 0.00572
H -0.27727 0.20753 -0.51582
H 1.04313 0.37983 1.78506
H 0.05263 -0.91276 2.30240
H -1.98921 0.73948 1.84860
H 2.22008 -1.58465 1.68516
H 2.92463 -0.29786 -0.47849
H 1.50126 -2.61505 -1.15641
```

- Spin multiplicity: 3
- LUMO (alpha / beta): 3.2 / 0.5 eV
- Charge: -1

***

# 3
This record from OMol25 describes a molecular structure, C16H27BrCrNOS4. The level of theory is ωB97M-V/def2-TZVPD.

Geometry as XYZ:
```
51
C16H27BrCrNOS4, DFT ωB97M-V/def2-TZVPD
Cr 0.05704 0.26542 0.00758
C -1.11596 1.35374 2.58790
C -2.41279 1.05204 1.81488
S -2.28160 0.36499 0.10940
C -2.38497 1.59178 -1.25155
C -1.68724 1.02106 -2.50095
S -0.07611 0.13234 -2.31202
C 1.31586 1.29512 -2.57903
C 2.58333 0.92832 -1.78598
S 2.38783 0.21473 -0.09996
C 2.58083 1.41568 1.26946
C 1.83271 0.91026 2.52244
S 0.18772 0.09134 2.31785
H -1.35493 1.38127 3.65072
H -0.68556 2.30231 2.28710
H -3.06210 1.92768 1.82788
H -2.96278 0.25218 2.31243
H -1.94446 2.52685 -0.93482
H -3.43408 1.74613 -1.50246
H -1.57512 1.80036 -3.25565
H -2.31128 0.24611 -2.94841
H 0.94856 2.27208 -2.30559
H 1.56834 1.28703 -3.63910
H 3.26072 1.78251 -1.76019
H 3.12018 0.12487 -2.29118
H 2.23760 2.39124 0.95025
H 3.63903 1.47720 1.52269
H 1.72929 1.72500 3.24006
H 2.41963 0.13566 3.01664
C -0.90526 4.12682 1.01650
C 0.19279 3.49185 0.15888
C 0.25502 4.18626 -1.19910
O 0.07216 2.05822 0.06886
H -0.83433 5.20813 0.91148
H -0.79943 3.93051 2.08109
H -1.90845 3.84255 0.70391
H 1.14696 3.69806 0.65459
H -0.56733 3.90873 -1.86152
H 1.20245 4.04101 -1.71680
H 0.17635 5.25822 -1.02605
Br -0.16937 -6.54038 -0.02120
C -0.10666 -4.68072 -0.01486
C -1.11975 -3.93014 -0.59831
C -1.03136 -2.55627 -0.56734
N -0.01375 -1.88135 -0.00360
C 0.95742 -2.62703 0.55309
C 0.95443 -4.00397 0.57336
H -1.96736 -4.40224 -1.07282
H -1.81519 -1.97173 -1.02658
H 1.77856 -2.09933 1.01613
H 1.76841 -4.53545 1.04381
```

- Spin multiplicity: 2
- LUMO (alpha / beta): -7.2 / -6.6 eV
- Relative energy (zero: lowest compared OMol25 entry of this formula, charge and spin): 21.54 kcal/mol
- Charge: +2

***

# 4
This record from OMol25 describes a molecular structure, C2H3N4O at a distorted geometry. The level of theory is ωB97M-V/def2-TZVPD.

Geometry as XYZ:
```
10
C2H3N4O, DFT ωB97M-V/def2-TZVPD
C -0.68863 1.23861 -0.02452
C 0.38576 -0.21847 0.62653
N -0.84827 -1.00086 -1.14192
N 0.46926 -1.16373 -1.23996
N 1.19101 -0.59666 -0.25011
N -1.14196 -0.32757 -0.08421
O -0.45507 1.61991 -1.05973
H -1.00763 1.71842 0.92443
H 0.54049 0.10793 1.62314
H 0.83164 -1.83252 -1.93877
```

- LUMO: -6.6 eV
- Relative energy (zero: lowest compared OMol25 entry of this formula, charge and spin): 119.58 kcal/mol
- Charge: +1

***

# 5
This record from OMol25 describes 2 unconnected molecules or ions with the total composition C4H13NO2S at a distorted geometry. The level of theory is ωB97M-V/def2-TZVPD.

Geometry as XYZ:
```
21
C4H13NO2S, DFT ωB97M-V/def2-TZVPD
C 0.23709 0.90756 -1.67978
N -0.76686 0.29514 -0.80329
C -0.13194 -0.63996 0.14123
C 0.74794 -1.76308 -0.44134
S 1.60476 -2.86027 0.76947
C 0.57099 0.09422 1.30108
O -0.30500 0.73344 2.21596
H 0.76562 0.08966 -2.18049
H -0.06948 1.54409 -2.50097
H 0.87407 1.71502 -1.31710
H -1.37746 -0.18292 -1.45554
H -0.91852 -1.37575 0.56650
H 1.59428 -1.37075 -1.04647
H 0.19982 -2.51718 -1.06292
H 0.85471 -2.54200 1.84439
H 1.13268 -0.50435 2.02333
H 1.33824 0.76921 0.79752
H -1.00577 1.24266 1.73780
H -1.82743 1.45688 -0.06452
H -1.46749 2.82427 0.46959
O -2.05026 2.08411 0.68555
```

- LUMO: 0.5 eV
- Relative energy (zero: lowest compared OMol25 entry of this formula, charge and spin): 34.50 kcal/mol

***

# 6
This record from OMol25 describes a molecular structure, C3H8AgO3 at a distorted geometry. The level of theory is ωB97M-V/def2-TZVPD.

Geometry as XYZ:
```
15
C3H8AgO3, DFT ωB97M-V/def2-TZVPD
O 0.32264 -1.93225 1.00646
C 0.83229 -1.88232 -0.28494
C 0.85534 -0.45782 -0.83831
O -0.45422 0.08464 -0.67562
C -0.55621 1.50181 -0.57812
H 0.23288 -2.50597 -0.98158
H 1.87261 -2.26074 -0.33824
H 1.09694 -0.43549 -1.91217
H 1.60452 0.14034 -0.28931
H -1.31832 1.80726 -1.30983
H -1.05592 2.02547 0.48293
H 0.43490 1.98253 -0.60382
Ag -1.03406 -0.63016 1.34511
O -1.60695 1.05138 2.11465
H -1.22647 1.51134 2.86281
```

- Spin multiplicity: 2
- LUMO (alpha / beta): 0.6 / -2.3 eV
- Relative energy (zero: lowest compared OMol25 entry of this formula, charge and spin): 0.00 kcal/mol

***

# 7
This record from OMol25 describes 13 unconnected molecules or ions with the total composition C48H118N4O22 at a distorted geometry. The level of theory is ωB97M-V/def2-TZVPD.

Geometry as XYZ:
```
192
C48H118N4O22, DFT ωB97M-V/def2-TZVPD
C -2.46010 -7.41497 6.49054
O -2.95786 -8.44990 5.69868
C -4.11752 -8.15669 4.90496
C -4.50884 -9.39920 4.04178
O -4.87405 -10.50652 4.83767
C -5.51614 -11.56400 4.10786
H -1.48702 -7.68082 6.90350
H -3.12281 -7.13479 7.30933
H -2.08356 -6.53219 5.97379
H -4.00584 -7.24487 4.31828
H -4.94157 -7.99944 5.60089
H -3.75529 -9.70633 3.31656
H -5.33519 -9.10621 3.39416
H -4.89705 -11.92736 3.28763
H -6.51965 -11.28901 3.78312
H -5.62492 -12.50997 4.63835
C 0.70809 -1.30775 2.40796
O 0.47839 -0.39106 1.34180
C -0.47623 0.67600 1.62874
C -0.69810 1.50796 0.36000
O 0.56771 2.12170 0.04039
C 0.65320 2.63035 -1.26517
H 1.55833 -1.88799 2.04948
H -0.10443 -2.01751 2.56336
H 0.91262 -0.83642 3.36927
H -0.18590 1.34028 2.44271
H -1.38528 0.24912 2.05241
H -1.39131 2.26460 0.72750
H -1.14008 0.91416 -0.44010
H 0.52058 1.88887 -2.05303
H 1.65204 3.06512 -1.30266
H -0.08407 3.40774 -1.46564
C 5.18769 7.70613 -1.11137
O 6.60862 7.31560 -1.02633
C 7.32143 7.21027 -2.26473
C 6.70016 6.18798 -3.22984
O 6.91763 4.90658 -2.70840
C 6.53382 3.89600 -3.63857
H 4.71970 8.08502 -0.20279
H 4.58432 6.94118 -1.60015
H 5.15441 8.51979 -1.83591
H 8.33443 6.90134 -2.00686
H 7.40805 8.15934 -2.79374
H 7.30596 6.22794 -4.13510
H 5.69818 6.43661 -3.57960
H 7.06280 3.86943 -4.59124
H 5.45806 3.84557 -3.80681
H 6.85605 2.96755 -3.16714
C 2.40676 0.94031 -9.87733
O 2.27656 1.63214 -11.08859
C 1.02876 1.62648 -11.75233
C 1.06529 2.63916 -12.93727
O 1.96485 2.38227 -13.98115
C 1.57892 1.57873 -15.06672
H 3.39573 1.04769 -9.43180
H 2.36886 -0.08688 -10.24002
H 1.65584 1.12411 -9.10893
H 0.13737 1.81391 -11.15367
H 0.83778 0.65596 -12.21028
H 1.32991 3.61829 -12.53803
H 0.07073 2.83436 -13.33832
H 0.75579 2.01008 -15.63636
H 1.25863 0.63916 -14.61650
H 2.38827 1.51462 -15.79401
C -3.14778 1.41771 8.55456
O -3.46270 0.05489 8.23789
C -3.56366 -0.73314 9.39108
C -4.87017 -0.51025 10.21635
O -4.81677 0.68473 11.02016
C -3.79052 0.85008 12.00220
H -4.08946 1.77038 8.97522
H -2.87690 2.03634 7.69898
H -2.42125 1.65610 9.33136
H -2.65810 -0.81978 9.99154
H -3.67559 -1.74363 8.99801
H -4.85214 -1.32762 10.93724
H -5.78284 -0.50701 9.62043
H -3.97688 1.69459 12.66565
H -2.84653 0.95826 11.46808
H -3.74348 -0.03624 12.63490
C -1.41931 8.00130 -4.89486
O -2.36088 7.21716 -5.57898
C -3.69638 7.12620 -5.10752
C -4.57409 6.19665 -5.94396
O -4.18170 4.80645 -5.87943
C -3.01617 4.51242 -6.60242
H -1.86693 8.91578 -4.50565
H -0.78599 8.37618 -5.69889
H -0.83426 7.47584 -4.14008
H -4.13706 8.12291 -5.12968
H -3.66550 6.82647 -4.06000
H -4.60288 6.51220 -6.98688
H -5.58308 6.24373 -5.53431
H -3.19906 3.52141 -7.01780
H -2.05979 4.42746 -6.08644
H -2.86574 5.12679 -7.49013
C -10.39386 -0.25030 -4.92137
O -9.28998 -0.43108 -4.10099
C -8.02097 0.10326 -4.58184
C -6.91831 -0.31099 -3.65495
O -7.17824 0.16356 -2.31015
C -7.25874 1.62479 -2.17854
H -11.26079 -0.63001 -4.38068
H -10.38531 -0.76401 -5.88268
H -10.51983 0.83156 -4.96389
H -8.10863 1.18262 -4.70595
H -7.86314 -0.41689 -5.52663
H -5.93110 -0.00666 -4.00266
H -6.80086 -1.39352 -3.70414
H -6.35411 2.15715 -2.47241
H -7.43335 1.90097 -1.13867
H -8.02961 2.02257 -2.83857
C 2.11624 -0.30526 10.93429
O 1.64621 -1.24646 11.87243
C 2.31672 -1.25622 13.06614
C 1.65111 -2.11283 14.16840
O 0.39699 -1.70292 14.56396
C -0.19318 -2.68968 15.38473
H 1.83777 -0.61942 9.92838
H 3.19198 -0.16841 11.04454
H 1.76145 0.70707 11.12776
H 2.39088 -0.26304 13.50909
H 3.34878 -1.60631 13.04665
H 2.20559 -2.04412 15.10432
H 1.61394 -3.12233 13.75899
H -1.27412 -2.74140 15.25440
H -0.04104 -2.54710 16.45460
H 0.05916 -3.72589 15.15957
C 4.34833 -1.89881 -4.18204
O 4.73022 -2.08125 -5.56125
C 5.59059 -3.19100 -5.77284
C 6.07821 -3.15712 -7.20863
O 7.08778 -2.12440 -7.19193
C 7.71589 -2.01649 -8.45961
H 3.73266 -2.71464 -3.80325
H 3.76789 -0.98716 -4.04044
H 5.30116 -1.89187 -3.65274
H 4.87822 -4.01100 -5.68223
H 6.28612 -3.51457 -4.99847
H 5.27245 -3.15265 -7.94268
H 6.49734 -4.15721 -7.31927
H 7.00686 -2.00412 -9.28739
H 8.38147 -2.86781 -8.60224
H 8.35684 -1.14003 -8.55496
C -2.70824 -4.64460 -2.12820
C -3.19079 -6.04124 -1.84001
O -3.17911 -6.46145 -0.69750
N -3.80900 -6.59998 -2.85757
C -4.35990 -7.94346 -2.92622
H -3.06917 -4.37784 -3.12151
H -1.62025 -4.68659 -2.07721
H -3.17471 -3.98008 -1.40092
H -4.14958 -6.05247 -3.63496
H -3.78930 -8.63769 -3.54311
H -5.42048 -7.89042 -3.17208
H -4.35683 -8.41862 -1.94524
C 6.48290 -7.65883 -1.51966
C 5.31031 -7.08014 -0.67060
O 5.23503 -5.94930 -0.27302
N 4.44391 -8.03625 -0.47196
C 3.21635 -7.77098 0.23078
H 5.99607 -7.99506 -2.43511
H 6.96021 -8.53787 -1.08656
H 7.22882 -6.90029 -1.75697
H 4.49398 -8.97717 -0.83566
H 2.49581 -7.57980 -0.56444
H 3.12208 -6.91048 0.89316
H 2.82930 -8.65745 0.73323
C 7.51044 3.55241 3.76190
C 6.03432 3.24664 4.15095
O 5.63748 3.37908 5.28770
N 5.26933 2.77050 3.17363
C 5.65938 2.36274 1.86497
H 8.06124 2.61251 3.72547
H 8.01324 4.08668 4.56804
H 7.63698 4.10125 2.82870
H 4.26864 2.71800 3.29998
H 6.62118 1.84987 1.86624
H 5.67379 3.23194 1.20741
H 4.87854 1.70329 1.48613
C -0.67036 7.03623 2.69167
C -2.18896 7.24286 2.83801
O -2.80053 6.67235 3.70580
N -2.69626 8.06772 1.89151
C -4.08352 8.37346 1.77939
H -0.57457 6.03166 2.27964
H -0.11452 7.02252 3.62919
H -0.19674 7.71319 1.98067
H -2.05667 8.43916 1.20371
H -4.56623 7.71903 1.05356
H -4.35576 9.42737 1.72228
H -4.58739 7.99521 2.66885
```

- LUMO: 0.0 eV
- Relative energy (zero: lowest compared OMol25 entry of this formula, charge and spin): 0.00 kcal/mol

***

# 8
This record from OMol25 describes 2 unconnected molecules or ions with the total composition C5H17N2 at a distorted geometry. The level of theory is ωB97M-V/def2-TZVPD.

Geometry as XYZ:
```
24
C5H17N2, DFT ωB97M-V/def2-TZVPD
C -0.27757 1.20414 -1.20425
C 0.01565 2.69547 -1.15576
N 1.41457 2.77928 -0.53303
H -1.31743 1.00844 -1.53896
H 0.41452 0.69801 -1.90263
H -0.13854 0.77537 -0.20465
H 0.07016 3.23891 -2.11509
H -0.65171 3.21524 -0.45271
H 1.39508 2.42419 0.38033
H 1.84968 3.70904 -0.53647
H 2.01991 2.11710 -1.04712
C -0.93299 -1.91063 0.13299
C -0.19868 -1.81387 1.46510
C 1.17029 -2.47049 1.36928
N -2.29316 -1.15169 0.18701
H -1.14285 -2.95292 -0.15768
H -0.27007 -1.46601 -0.63356
H -0.80135 -2.29947 2.24896
H -0.09209 -0.76013 1.77461
H 1.75232 -1.94517 0.60589
H 1.16024 -3.54401 1.13017
H 1.68264 -2.32253 2.34722
H -2.74715 -1.03738 -0.71127
H -2.08146 -0.19090 0.55165
```

- LUMO: -3.9 eV
- Relative energy (zero: lowest compared OMol25 entry of this formula, charge and spin): 35.39 kcal/mol
- Charge: +1

***

Calculated electronic energy in order - -25979.2459 -19322.2602 -162357.9800 -10117.5611 -20777.7239 -13377.2763 -102679.2289 -8433.8403 eV